The following is a quantum chemistry calculation of an isolated ion of composition C6H14NO and charge +1 in a non-equilibrium geometry, from OMol25.

Last column: natural (NBO) charge in e.
Cartesian coordinates (Å):
C  2.0333  -0.1141  0.9149  -0.631
C  0.5327  -1.4870  -0.6885  -0.632
C  0.8322  0.9775  -0.9760  -0.635
C  -2.3633  0.9211  -0.2619  -0.534
C  -0.4614  0.0418  1.0143  -0.276
C  0.7606  -0.1200  0.0397  -0.021
N  -1.6968  -0.1594  0.2930  0.335
O  -2.0336  -1.2949  0.2208  -0.117
H  2.3474  0.7436  1.5054  0.245
H  1.9986  -0.8973  1.7938  0.226
H  2.8135  -0.5228  0.2257  0.243
H  0.3401  -1.2543  -1.6533  0.213
H  1.4650  -2.0933  -0.5567  0.252
H  -0.2810  -2.2219  -0.1931  0.242
H  -0.0233  0.9511  -1.6466  0.201
H  1.5756  0.6211  -1.6640  0.248
H  0.9908  1.9788  -0.5797  0.235
H  -2.7657  0.6426  -1.3396  0.305
H  -1.8395  1.9146  -0.1473  0.281
H  -3.2602  1.1507  0.4209  0.313
H  -0.4452  0.9976  1.4286  0.235
H  -0.5195  -0.7756  1.8495  0.270

Forces on atoms 1 to 2 (eV/Å):
C 0.4 -3.1 1.3
C 1.0 -2.2 4.8

Net charge: +1
Structure (SMILES): C[N+](=O)CC(C)(C)C
E (eV): -9975.7313
HOMO-LUMO gap (Ha): 0.333
Energy relative to the best compared isomer or geometry (same formula, charge and spin) (eV): 4.5136
Lowest unoccupied orbital energy (eV): -6.6